104
Properties=species:S:1:pos:R:3 method="wB97M-V/def2-TZVPD" max_force_ha_per_bohr=0.0167 energy_ev=-190635.9147 total_charge=-1 gap_ev=5.14
Pd 0.4003 0.5912 -0.2734
C 3.4800 3.9407 1.6584
C 3.0760 2.6586 0.9278
O 2.4758 2.7841 -0.1583
C 3.4467 1.4504 1.5580
C 3.2700 0.1440 1.0485
C 4.0520 -0.9545 1.7308
N 2.4804 -0.1486 0.0369
N 2.6057 -1.4804 -0.3911
C 1.6187 -1.8292 -1.1503
O 0.5956 -1.1055 -1.4921
C 1.5962 -3.2411 -1.6423
C 0.5716 -3.6778 -2.4785
C 0.5210 -5.0009 -2.8944
C 1.4887 -5.9034 -2.4753
C 2.5130 -5.4733 -1.6370
C 2.5674 -4.1542 -1.2241
H 3.0301 4.7926 1.1503
H 4.5656 4.0628 1.6582
H 3.1519 3.9243 2.6999
H 4.0280 1.5324 2.4677
H 4.5660 -0.5643 2.6070
H 4.7834 -1.3854 1.0452
H 3.3739 -1.7612 2.0166
H -0.1782 -2.9629 -2.7885
H -0.2802 -5.3270 -3.5468
H 1.4472 -6.9366 -2.7987
H 3.2714 -6.1723 -1.3043
H 3.3499 -3.8001 -0.5666
O 0.5367 -1.2476 1.7310
As -0.5376 -2.1572 2.5641
C -2.1541 -2.4065 1.5438
C -2.0698 -2.0109 0.2129
C -3.1733 -2.1693 -0.6151
C -4.3488 -2.7100 -0.1178
C -4.4247 -3.1131 1.2090
C -3.3252 -2.9675 2.0399
C 0.1647 -3.9285 2.8663
C 0.5534 -4.3687 4.1242
C 1.1818 -5.5995 4.2596
C 1.4311 -6.3784 3.1385
C 1.0532 -5.9323 1.8780
C 0.4198 -4.7086 1.7400
C -0.8501 -1.3773 4.2982
C -1.8575 -1.7412 5.1846
C -1.9780 -1.0787 6.3968
C -1.0898 -0.0622 6.7221
C -0.0818 0.2969 5.8386
C 0.0407 -0.3557 4.6210
H -1.1509 -1.5835 -0.1729
H -3.1049 -1.8644 -1.6525
H -5.2090 -2.8252 -0.7655
H -5.3407 -3.5425 1.5950
H -3.3925 -3.3037 3.0669
H 0.3729 -3.7549 4.9994
H 1.4861 -5.9438 5.2399
H 1.9327 -7.3320 3.2449
H 1.2657 -6.5268 0.9987
H 0.1510 -4.3511 0.7510
H -2.5535 -2.5339 4.9436
H -2.7675 -1.3531 7.0849
H -1.1913 0.4573 7.6666
H 0.6030 1.0978 6.0856
H 0.8001 -0.0677 3.9011
C -1.0558 1.2117 -1.1129
Ge -0.8640 2.7018 -2.3921
C -1.0814 4.3442 -1.3544
C 0.0508 4.9192 -0.7766
C -0.0665 6.0733 -0.0140
C -1.3071 6.6621 0.1787
C -2.4379 6.0943 -0.3895
C -2.3231 4.9400 -1.1503
C -2.3413 2.5115 -3.6745
C -2.1488 2.5659 -5.0524
C -3.2113 2.4015 -5.9306
C -4.4891 2.1735 -5.4436
C -4.6985 2.1027 -4.0737
C -3.6315 2.2656 -3.2020
C 0.8399 2.7588 -3.3192
C 1.0301 3.8205 -4.2055
C 2.2219 3.9644 -4.8989
C 3.2441 3.0457 -4.7042
C 3.0692 1.9966 -3.8161
C 1.8746 1.8507 -3.1241
H -2.0505 0.7668 -0.9840
H 1.0190 4.4355 -0.8755
H 0.8167 6.5035 0.4423
H -1.3950 7.5595 0.7794
H -3.4100 6.5462 -0.2350
H -3.2151 4.5117 -1.5913
H -1.1537 2.7303 -5.4505
H -3.0378 2.4461 -6.9990
H -5.3178 2.0429 -6.1286
H -5.6909 1.9135 -3.6829
H -3.8142 2.1885 -2.1346
H 0.2464 4.5588 -4.3489
H 2.3562 4.7965 -5.5797
H 4.1818 3.1574 -5.2354
H 3.8693 1.2895 -3.6366
H 1.7778 1.0413 -2.4124
I -1.9683 1.8009 2.0332
C 0.0425 1.9724 1.1810
H 0.7221 1.7594 2.0061
H 0.0873 3.0171 0.9024

51
Properties=species:S:1:pos:R:3 method="wB97M-V/def2-TZVPD" max_force_ha_per_bohr=0.0374 energy_ev=-67685.6075 total_charge=-2 gap_ev=5.49
K 0.2218 0.3683 0.2685
C 0.9359 1.7780 3.6185
C 1.1826 0.4385 2.9626
N 0.2241 -0.3456 2.6145
N -1.0386 0.1590 2.9855
C -2.0681 -0.3920 2.4071
S -2.2290 -1.5635 1.1463
S -3.5882 0.3006 3.1571
C -4.4282 -1.2337 3.6021
C -3.8493 -1.9226 4.8111
C -2.6704 -2.6607 4.6957
C -2.1072 -3.2645 5.8126
C -2.7121 -3.1494 7.0602
C -3.8879 -2.4191 7.1840
C -4.4463 -1.8117 6.0644
C 2.6049 0.0515 2.6737
C 3.5360 0.2911 3.6853
C 4.8931 0.0339 3.5528
C 5.3360 -0.4454 2.3136
C 4.4567 -0.6662 1.2769
C 3.0380 -0.4624 1.3900
O 2.2533 -0.6841 0.4137
H 0.2328 2.3628 3.0230
H 1.8661 2.3338 3.7147
H 0.4706 1.6469 4.5982
H -4.3852 -1.8799 2.7225
H -5.4703 -0.9633 3.7861
H -2.1896 -2.7369 3.7248
H -1.1802 -3.8156 5.7046
H -2.2639 -3.6157 7.9303
H -4.3659 -2.3140 8.1517
H -5.3553 -1.2261 6.1654
H 3.1698 0.6952 4.6255
H 5.5801 0.2150 4.3700
H 6.3949 -0.6367 2.1585
H 4.8075 -1.0241 0.3147
C 2.2966 2.9542 -0.9308
C 0.9826 3.6091 -0.5976
C 0.7135 4.9636 -0.4405
C -0.6596 5.0403 -0.0527
C -1.1105 3.7273 -0.0052
C -2.4655 3.2201 0.3979
N -0.1218 2.8492 -0.3373
H 3.0242 3.6989 -1.2658
H 2.1974 2.2073 -1.7256
H 2.7392 2.4352 -0.0726
H 1.4116 5.7794 -0.5817
H -1.2417 5.9270 0.1647
H -3.2002 4.0311 0.4049
H -2.4686 2.7682 1.3962
H -2.8262 2.4497 -0.2905

12
Properties=species:S:1:pos:R:3 method="wB97M-V/def2-TZVPD" max_force_ha_per_bohr=0.0475 energy_ev=-9706.1568 total_charge=0 gap_ev=10.20
O -0.0919 -1.2047 -1.9619
C 1.0272 -0.9058 -1.1646
C 0.5427 -0.2242 0.0848
N 0.2732 -0.4725 1.2676
N -0.6030 0.2321 1.9360
C -1.0813 1.4967 0.7192
N -0.5518 1.2294 -0.3579
H -0.5942 -0.3755 -2.0009
H 1.7212 -0.2264 -1.6779
H 1.5587 -1.8491 -0.9740
H -0.4175 0.1101 2.9488
H -1.7831 2.1899 1.1807

27
Properties=species:S:1:pos:R:3 method="wB97M-V/def2-TZVPD" max_force_ha_per_bohr=0.0121 energy_ev=-20215.8607 total_charge=0 smiles="NC(=O)CCC(=O)O.O.O.O.O" gap_ev=10.21
O 0.4675 -1.3865 1.8874
C 0.1256 -1.9971 0.8913
O 0.0556 -3.3250 0.9676
C -0.2266 -1.3403 -0.4017
C -1.5501 -0.5409 -0.3045
C -1.3856 0.8842 -0.7989
N -1.3371 1.8233 0.1640
O -1.3122 1.1585 -1.9890
H -0.2083 -3.7145 0.1189
H -0.2424 -2.0249 -1.2472
H 0.5862 -0.6617 -0.6634
H -1.9286 -0.5296 0.7176
H -2.3159 -1.0019 -0.9224
H -1.1878 2.7777 -0.1159
H -1.2857 1.5842 1.1464
H -0.0409 0.1106 -3.0500
H 1.4648 0.1345 -2.7823
O 0.7716 -0.3957 -3.2131
H 1.4041 0.1786 1.4428
H 2.6765 1.0362 1.6786
O 1.8392 1.0176 1.1938
H -1.1025 0.9452 3.7142
H -0.6833 -0.0852 2.6419
O -1.2696 0.6728 2.8071
H 2.1682 2.2090 -1.7443
H 2.1504 1.1835 -0.5953
O 2.3665 1.2876 -1.5435

117
Properties=species:S:1:pos:R:3 method="wB97M-V/def2-TZVPD" max_force_ha_per_bohr=0.1119 energy_ev=-88396.3469 total_charge=0 gap_ev=9.65
C -5.6525 2.0006 1.1006
C -4.7957 2.5847 2.2794
O -4.3843 3.9570 2.0983
P -3.0432 4.1262 1.1325
O -3.1009 5.5161 0.5376
O -1.5791 4.0166 1.9579
S -1.6808 3.2686 3.4743
O -3.0566 3.0490 -0.1509
C -1.9532 2.1180 -0.0984
C -2.1614 1.1153 -1.3010
C -1.5543 -0.3083 -0.9875
C -2.5992 -1.2030 -0.2323
C -1.9974 -1.6451 1.1635
C -1.2651 -3.0156 0.9195
C -0.7790 -3.6952 2.2433
O 0.4021 -3.0308 2.6943
C 0.1059 -2.1402 3.7818
H -5.8377 2.7330 0.2815
H -6.6207 1.5613 1.4295
H -5.0554 1.1770 0.6327
H -5.4464 2.5791 3.1876
H -3.9553 1.8861 2.5002
H -1.7271 1.9036 3.2196
H -1.9568 1.5377 0.8579
H -0.9618 2.6037 -0.2688
H -1.7040 1.5418 -2.2251
H -3.2586 1.0791 -1.5206
H -1.2727 -0.7540 -1.9718
H -0.6012 -0.1536 -0.4336
H -3.6141 -0.7586 -0.1460
H -2.7124 -2.1460 -0.8242
H -1.2031 -0.9169 1.4445
H -2.7777 -1.7053 1.9755
H -0.4163 -2.8073 0.2237
H -1.9645 -3.7174 0.3972
H -1.5673 -3.7615 3.0248
H -0.4864 -4.7399 1.9641
H 0.6668 -1.1963 3.5867
H -0.9744 -1.8666 3.8209
H 0.3871 -2.5429 4.7824
N 2.5426 0.3061 2.0067
C 3.4505 1.1574 2.4984
C 4.7586 0.8064 2.7897
C 5.1523 -0.5035 2.5635
C 4.2296 -1.4051 2.0563
C 2.9461 -0.9531 1.7949
H 3.0951 2.1691 2.6617
H 5.4507 1.5386 3.1838
H 6.1664 -0.8178 2.7799
H 4.4996 -2.4356 1.8675
H 2.1888 -1.6193 1.3949
N 0.7235 1.0036 -3.0006
C 1.6192 1.4060 -2.0903
C 2.9591 1.6243 -2.3665
C 3.4040 1.4113 -3.6610
C 2.4973 0.9944 -4.6228
C 1.1781 0.8086 -4.2437
H 1.2260 1.5560 -1.0901
H 3.6360 1.9511 -1.5882
H 4.4455 1.5684 -3.9176
H 2.8074 0.8172 -5.6446
H 0.4328 0.4855 -4.9624
N -2.8560 2.4257 8.3834
C -2.4437 3.1107 7.3115
C -2.7272 4.4495 7.0946
C -3.4856 5.1205 8.0405
C -3.9262 4.4319 9.1596
C -3.5846 3.0948 9.2830
H -1.8563 2.5418 6.5981
H -2.3646 4.9534 6.2084
H -3.7301 6.1674 7.9073
H -4.5208 4.9213 9.9195
H -3.9032 2.5152 10.1425
N -4.1164 -2.3894 4.4559
C -5.3598 -1.9876 4.1697
C -6.5011 -2.6567 4.5802
C -6.3497 -3.8132 5.3284
C -5.0716 -4.2514 5.6367
C -3.9960 -3.5071 5.1807
H -5.4279 -1.0799 3.5794
H -7.4824 -2.2827 4.3205
H -7.2172 -4.3662 5.6675
H -4.9133 -5.1498 6.2182
H -2.9770 -3.8084 5.3999
N 0.4985 -3.8572 -2.6715
C 1.4127 -3.0204 -2.1685
C 2.7186 -3.3854 -1.8819
C 3.1024 -4.6948 -2.1262
C 2.1724 -5.5814 -2.6457
C 0.8927 -5.1145 -2.9003
H 1.0645 -2.0072 -1.9916
H 3.4166 -2.6633 -1.4777
H 4.1141 -5.0204 -1.9145
H 2.4342 -6.6112 -2.8492
H 0.1318 -5.7698 -3.3100
N 2.4658 4.8207 -8.7870
C 3.7333 4.4039 -8.8784
C 4.4686 3.9286 -7.8043
C 3.8578 3.8854 -6.5611
C 2.5456 4.3135 -6.4393
C 1.8979 4.7677 -7.5769
H 4.1679 4.4601 -9.8704
H 5.4915 3.6017 -7.9376
H 4.3992 3.5216 -5.6958
H 2.0367 4.2946 -5.4843
H 0.8699 5.1099 -7.5336
N 5.7415 -4.0840 -6.1603
C 6.2027 -3.4728 -7.2570
C 5.9591 -2.1427 -7.5598
C 5.1895 -1.4001 -6.6783
C 4.6986 -2.0115 -5.5356
C 5.0029 -3.3466 -5.3242
H 6.7966 -4.0949 -7.9174
H 6.3607 -1.7004 -8.4618
H 4.9750 -0.3566 -6.8799
H 4.0934 -1.4646 -4.8239
H 4.6437 -3.8669 -4.4426

17
Properties=species:S:1:pos:R:3 method="wB97M-V/def2-TZVPD" max_force_ha_per_bohr=0.0583 energy_ev=-147350.9127 total_charge=+1 smiles="C/C(Br)=[NH+]/[C@@](C)(N)Br" gap_ev="7.63 / 7.63"
C 0.1485 -0.6358 0.9207
C 1.0383 -1.8882 0.8427
C -0.3824 1.5952 -2.1250
C -0.5724 1.0976 -0.7323
N 0.3718 0.1447 1.9697
N -0.0306 -0.0112 -0.3153
Br -1.7259 2.1301 0.2156
Br -2.1940 -1.3102 0.7831
H 2.0968 -1.5363 0.8752
H 0.9213 -2.3127 -0.2227
H 0.7036 -2.5502 1.6358
H -0.6570 1.0006 -2.9848
H -0.8073 2.5399 -2.3322
H 0.7324 1.6196 -2.1722
H 0.1751 -0.3750 2.7699
H -0.1879 0.9618 1.9947
H 0.3697 -0.4700 -1.1228

14
Properties=species:S:1:pos:R:3 method="wB97M-V/def2-TZVPD" max_force_ha_per_bohr=0.0093 energy_ev=-9846.6203 total_charge=0 smiles="CC(=O)CNC=O" gap_ev=10.47
C -2.1174 -0.8323 0.1908
C -0.6137 -0.7268 0.2993
C -0.0114 0.6615 0.0618
N 1.4009 0.7166 0.3152
C 2.3371 0.5726 -0.6701
O 3.5142 0.3698 -0.4771
O 0.0933 -1.6710 0.5651
H -2.6087 -0.0657 0.8002
H -2.4350 -1.8241 0.5170
H -2.4345 -0.6762 -0.8472
H 1.9034 0.7009 -1.6826
H -0.5481 1.3960 0.6771
H -0.1995 0.9499 -0.9813
H 1.7193 0.4287 1.2317

152
Properties=species:S:1:pos:R:3 method="wB97M-V/def2-TZVPD" max_force_ha_per_bohr=0.0157 energy_ev=-198656.2076 total_charge=-1 gap_ev=6.32
C 0.3469 -3.1369 -0.0740
C -0.5945 -4.3470 -0.0456
C -1.2321 -4.7002 -1.3949
Cl -2.7263 -5.6399 -1.0412
P -0.0599 -5.3377 -2.8233
N -1.1386 -6.6403 -3.4378
C 1.3597 -5.6487 -4.1654
C 1.8193 -4.3318 -4.7229
C 1.0299 -3.8147 -5.9014
Br 3.7305 -4.4680 -5.3480
P 0.8530 -6.9339 -1.4420
O 0.0300 -7.5432 -0.3772
O 2.1448 -6.2409 -0.7400
O 1.5169 -8.1366 -2.3172
H 1.3365 -3.4204 -0.4281
H 0.4695 -2.7242 0.9261
H -0.0199 -2.3743 -0.7610
H -0.0994 -5.2039 0.4041
H -1.4237 -4.0974 0.6195
H -1.6225 -3.7733 -1.8193
H 0.8715 -4.3415 -2.3116
H -0.6860 -4.3653 -3.7160
H -0.5857 -7.4258 -3.7622
H -1.6332 -6.2824 -4.2497
H 1.0147 -6.2595 -4.9991
H 2.2088 -6.1275 -3.6802
H 1.8978 -3.5831 -3.9372
H 1.3583 -2.8148 -6.1856
H 1.1610 -4.4614 -6.7668
H -0.0259 -3.7600 -5.6411
H 2.6511 -5.7351 -1.3856
H 0.9796 -8.9042 -2.0958
C 2.5712 1.7261 -3.4122
C 2.4932 0.3773 -4.0892
O 1.1908 -0.2113 -3.9602
C 0.2773 0.2358 -4.8145
O 0.4535 1.0488 -5.6848
O -0.8658 -0.4113 -4.5769
C -1.9463 -0.0495 -5.4421
H 2.2463 1.6433 -2.3736
H 3.5974 2.0932 -3.4313
H 1.9350 2.4591 -3.9074
H 3.1598 -0.3344 -3.6060
H 2.7679 0.4313 -5.1423
H -1.6552 -0.1409 -6.4853
H -2.2741 0.9688 -5.2351
H -2.7570 -0.7405 -5.2346
C 0.8217 2.9750 3.9387
C 0.4952 3.2619 2.4910
O 1.4820 2.7221 1.5950
C 1.3833 1.4116 1.3651
O 0.5394 0.6756 1.8004
O 2.3835 1.0619 0.5557
C 2.4360 -0.3343 0.2371
H 1.8257 3.3273 4.1806
H 0.1104 3.4855 4.5882
H 0.7778 1.9069 4.1474
H 0.5122 4.3337 2.2999
H -0.4892 2.8834 2.2178
H 1.4860 -0.6815 -0.1624
H 2.6988 -0.9252 1.1123
H 3.2091 -0.4344 -0.5192
C 1.4968 -6.6325 3.0178
C 0.2682 -6.3538 3.8460
O 0.5359 -6.4146 5.2690
C 1.1315 -5.3561 5.7897
O 1.4399 -4.3398 5.2238
O 1.3400 -5.5959 7.0953
C 2.0214 -4.5449 7.7766
H 1.9440 -7.5874 3.2985
H 1.2266 -6.6748 1.9634
H 2.2494 -5.8551 3.1501
H -0.4865 -7.1191 3.6824
H -0.1693 -5.3865 3.6040
H 1.5142 -3.5936 7.6307
H 3.0491 -4.4643 7.4248
H 2.0105 -4.8173 8.8282
C 1.9409 7.5609 3.6881
C 1.6308 7.8417 5.1420
O 0.4134 8.5989 5.2938
C -0.7050 7.8924 5.1648
O -0.7761 6.7068 4.9772
O -1.7423 8.7276 5.2617
C -3.0146 8.1037 5.0793
H 1.9688 8.4882 3.1152
H 2.9107 7.0699 3.6057
H 1.1888 6.9104 3.2452
H 2.3974 8.4715 5.5889
H 1.5591 6.9213 5.7207
H -3.1643 7.2768 5.7691
H -3.1043 7.7386 4.0569
H -3.7596 8.8725 5.2603
C -7.4048 -2.0004 0.4082
C -6.5105 -3.0520 -0.2122
O -5.7779 -2.5396 -1.3352
C -4.7161 -1.7943 -1.0257
O -4.3421 -1.5113 0.0809
O -4.1342 -1.4256 -2.1664
C -2.9696 -0.6043 -2.0243
H -8.0693 -1.5740 -0.3448
H -8.0117 -2.4475 1.1960
H -6.8141 -1.1956 0.8428
H -7.0991 -3.8693 -0.6232
H -5.8121 -3.4657 0.5137
H -2.2426 -1.0766 -1.3706
H -3.2334 0.3784 -1.6334
H -2.5510 -0.4994 -3.0169
C -2.4289 -5.7278 -9.1140
C -3.9026 -5.8079 -8.7795
O -4.1351 -5.7143 -7.3687
C -4.0715 -4.4821 -6.8604
O -3.8905 -3.4697 -7.4929
O -4.2355 -4.5647 -5.5494
C -4.1360 -3.3146 -4.8582
H -1.8736 -6.4844 -8.5593
H -2.2789 -5.8959 -10.1811
H -2.0250 -4.7497 -8.8582
H -4.3092 -6.7784 -9.0583
H -4.4724 -5.0345 -9.2942
H -4.8294 -2.5882 -5.2779
H -3.1147 -2.9409 -4.9217
H -4.3853 -3.5101 -3.8212
C 1.7245 8.8332 -2.7903
C 1.4559 7.5642 -2.0125
O 1.0542 7.8382 -0.6588
C -0.2117 8.2161 -0.5058
O -1.0349 8.3269 -1.3768
O -0.4197 8.4451 0.7913
C -1.7410 8.8844 1.1130
H 2.4582 9.4496 -2.2696
H 2.1143 8.5867 -3.7778
H 0.8122 9.4142 -2.9155
H 2.3628 6.9724 -1.9106
H 0.6979 6.9497 -2.4959
H -2.4862 8.1973 0.7190
H -1.9183 9.8851 0.7227
H -1.7873 8.9029 2.1985
C 3.9684 3.2259 9.1844
C 3.7409 4.6871 8.8678
O 4.7536 5.2122 7.9910
C 4.6094 4.8909 6.7073
O 3.7096 4.2492 6.2317
O 5.6274 5.4175 6.0269
C 5.6210 5.1084 4.6284
H 4.9692 3.0773 9.5911
H 3.2391 2.8880 9.9204
H 3.8642 2.6124 8.2913
H 3.8196 5.2957 9.7663
H 2.7593 4.8519 8.4248
H 4.6692 5.3778 4.1764
H 5.8089 4.0478 4.4735
H 6.4230 5.6959 4.1930